The following is a DFT calculation (wB97M-V/def2-TZVPD) of a molecular structure, C27H54Br16FN4O at a distorted geometry.

Geometry as XYZ:
```
103
C27H54Br16FN4O, DFT wB97M-V/def2-TZVPD
C 1.492 -1.450 0.912
C 1.219 -0.365 0.407
N 0.761 0.998 0.166
C -0.569 1.080 -0.540
C -1.711 0.214 0.124
C -2.912 0.117 -0.947
C -2.523 -0.926 -2.100
F -2.288 -2.228 -1.526
C -0.984 2.627 -0.485
O -0.143 3.337 -1.412
C 1.202 3.273 -0.913
C 1.742 1.758 -0.733
C 3.214 1.884 -0.150
C 4.317 0.966 -0.852
N 4.502 -0.259 -0.040
N 5.623 1.718 -0.748
N 4.100 0.736 -2.296
H 1.610 -2.437 1.436
H 0.702 1.548 1.047
H -0.461 0.823 -1.632
H -1.422 -0.863 0.347
H -2.149 0.654 1.068
H -3.136 1.123 -1.431
H -3.857 -0.314 -0.480
H -3.378 -1.044 -2.865
H -1.600 -0.626 -2.677
H -0.729 3.036 0.555
H -2.086 2.801 -0.631
H 1.902 3.731 -1.687
H 1.349 3.832 0.078
H 1.667 1.287 -1.753
H 3.521 2.981 -0.152
H 3.154 1.592 0.953
H 5.514 -0.416 0.051
H 4.067 -1.053 -0.519
H 5.559 2.335 0.076
H 5.576 2.368 -1.555
H 4.879 0.193 -2.697
H 3.302 0.075 -2.343
Br -4.569 0.836 2.740
C -4.575 -0.844 3.729
C -3.182 -1.403 3.871
Br -2.577 -2.228 2.213
H -5.257 -1.516 3.209
H -4.991 -0.596 4.706
H -3.164 -2.205 4.610
H -2.442 -0.652 4.141
Br 3.467 -1.935 2.383
C 4.809 -3.151 3.118
C 6.078 -2.421 3.479
Br 7.134 -2.005 1.894
H 4.960 -3.937 2.380
H 4.346 -3.579 4.008
H 6.723 -3.053 4.092
H 5.900 -1.481 3.998
Br -4.124 -2.860 -3.553
C -5.325 -3.132 -5.063
C -6.197 -1.923 -5.278
Br -7.632 -1.846 -3.963
H -5.889 -4.042 -4.864
H -4.674 -3.296 -5.922
H -6.699 -1.976 -6.244
H -5.652 -0.983 -5.208
Br 0.515 -5.510 0.338
C -0.828 -6.662 1.158
C -1.791 -5.866 2.000
Br -0.989 -5.360 3.702
H -0.291 -7.424 1.721
H -1.347 -7.132 0.322
H -2.661 -6.468 2.264
H -2.123 -4.947 1.520
Br -7.034 1.394 -1.654
C -6.009 2.979 -2.130
C -5.815 3.078 -3.621
Br -4.442 1.837 -4.240
H -5.072 2.929 -1.576
H -6.598 3.819 -1.762
H -5.448 4.067 -3.896
H -6.718 2.860 -4.188
Br 6.243 6.190 -1.932
C 7.994 5.504 -2.448
C 7.948 4.849 -3.804
Br 7.133 3.082 -3.707
H 8.316 4.830 -1.656
H 8.647 6.377 -2.465
H 8.956 4.677 -4.182
H 7.383 5.419 -4.540
Br 8.370 -2.658 6.653
C 9.420 -1.077 6.211
C 9.703 -1.002 4.732
Br 11.111 -2.245 4.216
H 10.322 -1.115 6.820
H 8.808 -0.232 6.529
H 10.083 -0.016 4.463
H 8.834 -1.232 4.115
Br -10.586 3.393 0.567
C -11.345 1.792 -0.243
C -11.448 0.667 0.756
Br -9.711 -0.154 1.076
H -10.725 1.546 -1.103
H -12.336 2.090 -0.588
H -12.075 -0.135 0.368
H -11.832 0.985 1.725
```

The strongest force on any atom is 3.14 eV Å⁻¹. As for the HOMO-LUMO gap: 8.996 eV. Its charge is +1. Its total energy is -1160269.8523 eV.